Entry one
{"formula": "C4H11NO5", "method": "ωB97M-V/def2-TZVPD", "symbols": ["O", "H", "H", "H", "C", "N", "H", "O", "C", "H", "H", "H", "H", "C", "H", "O", "O", "O", "C", "H", "H"], "coordinates": [[-0.303, -3.245, -0.731], [-0.632, -3.324, -1.491], [-1.754, 1.465, -1.645], [1.294, 3.169, -0.014], [-1.726, 0.732, 0.504], [0.421, 2.667, -0.119], [-0.980, 0.237, 1.215], [0.299, -2.352, 2.140], [-1.122, 0.934, -0.929], [0.623, 1.615, -2.044], [-0.927, -0.127, -1.345], [-0.340, -2.378, -0.615], [0.172, 2.498, 0.750], [0.380, 1.492, -0.935], [-0.455, -2.545, 2.591], [1.958, 0.751, 0.554], [1.466, -0.678, -1.190], [-2.897, 0.880, 0.749], [1.211, 0.310, -0.554], [0.651, -3.164, 1.992], [2.748, 0.233, 0.745]], "nbo_charge": [-0.893, 0.440, 0.241, 0.374, 0.424, -0.801, 0.119, -0.924, -0.496, 0.245, 0.228, 0.454, 0.352, -0.159, 0.459, -0.727, -0.573, -0.498, 0.771, 0.466, 0.500], "e_lumo_ev": 0.49, "smiles": "N[C@H](CC=O)C(=O)O.O.O", "total_charge": 0, "spin_multiplicity": 1}

---

Entry two
{"formula": "C4H11NO5", "method": "ωB97M-V/def2-TZVPD", "symbols": ["H", "C", "O", "H", "H", "H", "O", "H", "H", "H", "H", "H", "C", "H", "N", "H", "C", "O", "O", "O", "C"], "coordinates": [[1.846, -1.122, 3.137], [-1.130, 0.931, -1.907], [0.468, 1.952, -0.458], [1.373, 0.215, 2.610], [0.099, -1.672, 1.855], [1.376, 1.899, 1.027], [1.844, 1.640, 1.826], [-2.087, 0.396, -1.675], [-0.199, -0.795, -2.918], [-1.070, 0.283, -4.006], [-1.495, 1.995, -2.164], [2.235, 2.445, 2.134], [-0.185, 0.966, -0.749], [0.727, -0.052, 0.809], [0.000, -0.148, 0.083], [0.522, 0.728, -3.359], [-0.424, 0.243, -3.090], [1.092, -0.741, 2.815], [-0.468, -2.139, 1.124], [-1.493, -1.689, -0.798], [-0.740, -1.385, 0.064]], "nbo_charge": [0.478, -0.512, -0.638, 0.520, 0.523, 0.508, -0.993, 0.260, 0.227, 0.220, 0.235, 0.490, 0.726, 0.420, -0.707, 0.210, -0.602, -0.978, -0.703, -0.598, 0.914], "e_lumo_ev": 0.46, "smiles": "CCC(=O)NC(=O)O.O.O", "total_charge": 0, "spin_multiplicity": 1}

---

It is entry two that is most stable; the runner-up trails by 85.0 kcal/mol.

---

Entry one
{"formula": "C6H16O2", "method": "ωB97M-V/def2-TZVPD", "symbols": ["H", "C", "H", "C", "H", "H", "C", "H", "C", "C", "H", "H", "C", "H", "H", "O", "H", "H", "H", "H", "H", "H", "O", "H"], "coordinates": [[0.344, -0.230, 2.034], [0.286, -0.919, 1.174], [-0.664, -0.740, 0.644], [0.343, 1.301, -2.068], [1.106, -2.504, 2.430], [1.656, 2.283, -0.601], [0.309, -2.373, 1.673], [1.120, -0.694, 0.488], [-1.026, -2.880, 2.266], [-0.683, 2.454, -2.341], [0.063, 0.557, -1.298], [-2.152, -2.531, 3.792], [1.700, 1.816, -1.599], [0.543, 0.753, -3.009], [-1.073, -3.938, 2.588], [-1.436, -2.080, 3.299], [-0.643, 3.640, -0.935], [2.036, 2.574, -2.327], [-1.815, -2.726, 1.504], [2.442, 1.000, -1.573], [0.538, -3.045, 0.824], [-1.566, 2.132, -2.925], [-1.256, 2.899, -1.123], [-0.171, 3.250, -2.915]], "nbo_charge": [0.217, -0.613, 0.206, -0.429, 0.201, 0.202, -0.416, 0.206, -0.048, -0.070, 0.215, 0.470, -0.611, 0.197, 0.160, -0.727, 0.462, 0.194, 0.142, 0.213, 0.201, 0.177, -0.707, 0.157], "e_lumo_ev": 0.92, "smiles": "CCCO.CCCO", "total_charge": 0, "spin_multiplicity": 1}

---

Entry two
{"formula": "C6H16O2", "method": "ωB97M-V/def2-TZVPD", "symbols": ["H", "H", "C", "C", "H", "H", "H", "H", "H", "H", "H", "H", "H", "O", "C", "H", "H", "C", "H", "H", "C", "C", "H", "O"], "coordinates": [[1.250, 1.745, 3.035], [-2.204, -0.689, -0.934], [-1.950, -1.640, -1.432], [0.385, -1.583, -0.777], [0.446, -0.510, -0.531], [-0.462, -2.673, -2.449], [-0.525, 2.235, 0.693], [0.105, -2.138, 0.135], [-2.530, -1.712, -2.368], [-2.244, -2.473, -0.771], [-1.068, -0.714, -3.548], [-0.792, 2.263, 2.464], [0.116, 3.590, 1.674], [2.285, 2.236, 1.388], [1.120, 1.616, 1.941], [1.381, -1.926, -1.104], [0.900, 0.191, 0.294], [0.914, 0.148, 1.396], [2.159, 2.755, 0.566], [-0.041, -0.280, 1.744], [-0.555, -1.708, -1.911], [-0.073, 2.503, 1.662], [1.734, -0.520, 1.712], [-0.353, -0.718, -2.878]], "nbo_charge": [0.171, 0.207, -0.616, -0.604, 0.199, 0.145, 0.198, 0.214, 0.191, 0.213, 0.470, 0.211, 0.219, -0.746, 0.102, 0.215, 0.192, -0.606, 0.471, 0.205, 0.089, -0.636, 0.221, -0.727], "e_lumo_ev": 0.82, "smiles": "CC(C)O.CC(C)O", "total_charge": 0, "spin_multiplicity": 1}

---

It is entry one that is most stable; the runner-up trails by 15.5 kcal/mol.

---

Entry one
{"formula": "C3H33O14", "method": "ωB97M-V/def2-TZVPD", "symbols": ["O", "H", "O", "H", "H", "H", "H", "O", "H", "C", "H", "H", "O", "H", "O", "H", "H", "O", "H", "H", "O", "H", "H", "O", "O", "O", "H", "O", "O", "H", "H", "H", "H", "H", "H", "H", "H", "H", "H", "H", "H", "H", "H", "H", "H", "O", "O", "C", "H", "C"], "coordinates": [[-2.316, 2.602, 2.352], [2.337, -2.111, 1.390], [-1.696, -1.885, 1.847], [-1.727, 3.300, 2.027], [0.017, 2.851, 4.339], [0.878, 2.890, -0.998], [1.560, -3.222, 1.919], [-0.875, -2.543, -2.600], [-3.257, -1.117, -0.944], [0.334, 1.172, 1.002], [0.286, -1.878, 3.088], [-1.801, 0.829, -0.061], [2.328, -0.830, -2.686], [0.504, -0.440, 2.689], [-0.053, 1.927, 4.563], [-1.825, 1.721, 2.343], [-2.263, -1.940, 2.575], [-1.770, 0.573, -3.011], [0.234, 1.539, 3.768], [0.668, 1.885, -4.529], [-2.586, 1.039, -0.537], [1.733, 2.209, 2.343], [0.774, 0.312, -1.037], [1.629, -3.110, -1.572], [0.912, 3.262, -1.890], [0.871, 1.373, -3.778], [2.602, -0.080, -2.210], [2.176, -2.998, 1.198], [0.966, -1.207, 3.101], [-2.412, 1.951, -0.815], [-1.277, -3.376, -2.826], [1.126, 2.568, -2.497], [-1.098, -1.145, 1.927], [0.816, -0.866, 0.215], [-1.710, 0.604, -2.070], [-2.249, -1.847, 0.036], [1.814, -3.170, -0.596], [-0.188, 2.063, 0.682], [-0.852, 0.761, -3.321], [2.332, 1.946, 0.712], [2.233, 0.594, 1.799], [1.090, 0.558, -4.209], [0.696, -2.937, -1.716], [2.181, -1.645, -2.176], [-0.571, -0.411, -0.411], [-2.680, -1.860, -0.858], [-0.538, 0.619, 1.987], [0.362, 0.027, -0.101], [-1.439, -2.057, -1.958], [1.725, 1.499, 1.501]], "nbo_charge": [-1.004, 0.488, -0.998, 0.446, 0.449, 0.468, 0.485, -0.994, 0.498, 0.081, 0.454, 0.490, -1.013, 0.496, -0.938, 0.522, 0.476, -0.987, 0.482, 0.471, -0.949, 0.203, 0.200, -1.010, -0.973, -0.946, 0.461, -0.951, -1.019, 0.479, 0.467, 0.488, 0.516, 0.209, 0.472, 0.515, 0.504, 0.135, 0.475, 0.199, 0.214, 0.508, 0.505, 0.509, 0.198, -0.989, -1.000, -0.659, 0.512, -0.645], "e_lumo_ev": 2.66, "total_charge": -1, "spin_multiplicity": 1}

---

Entry two
{"formula": "C3H33O14", "method": "ωB97M-V/def2-TZVPD", "symbols": ["H", "O", "H", "H", "H", "H", "H", "H", "O", "H", "H", "H", "O", "H", "H", "C", "H", "H", "O", "H", "C", "H", "O", "H", "H", "O", "O", "H", "H", "O", "H", "O", "H", "O", "H", "O", "O", "H", "H", "H", "H", "O", "H", "C", "O", "H", "H", "H", "H", "H"], "coordinates": [[-1.967, -0.959, 0.052], [-2.608, 1.197, 2.040], [-3.263, -3.581, 0.442], [-2.810, -2.398, -0.232], [2.884, 2.591, -0.060], [-2.386, -0.900, -1.575], [1.731, -2.450, -1.609], [-2.520, -2.221, 2.974], [2.597, -2.596, -1.340], [1.303, 0.196, -1.147], [-2.884, 0.504, -0.727], [1.955, -0.891, 1.727], [3.988, 0.164, -1.225], [-0.151, -0.076, 1.327], [1.892, 2.564, -2.581], [-0.771, 0.530, -1.109], [3.511, -0.582, -1.581], [-0.286, -1.541, 1.584], [-0.589, 1.096, 0.165], [2.605, 2.507, -3.919], [0.430, -0.294, -1.379], [-0.406, -4.336, 0.806], [-0.461, -3.404, 0.901], [0.349, 2.975, -0.516], [-1.879, 1.301, 1.452], [-2.797, -3.299, -0.310], [0.736, 2.149, 2.035], [3.568, 0.318, -0.374], [2.641, -1.469, 0.467], [2.822, -1.081, 1.327], [-2.711, 0.246, 1.987], [3.005, 1.987, 0.678], [0.179, 1.895, 1.273], [-2.460, 3.036, -0.582], [-1.223, -3.200, 0.347], [-3.083, -1.623, 2.534], [2.655, 2.238, -3.032], [2.594, -3.182, -0.591], [0.564, -0.624, -2.426], [0.261, 1.718, 2.776], [0.355, -1.223, -0.763], [0.065, -0.747, 2.007], [2.077, 1.848, 0.933], [-2.044, -0.255, -0.782], [1.012, 3.417, -1.014], [-3.710, -2.247, 2.145], [-0.857, 1.370, -1.853], [-3.146, 2.770, 0.020], [1.057, 4.262, -0.496], [-1.847, 2.300, -0.791]], "nbo_charge": [0.170, -0.991, 0.461, 0.483, 0.469, 0.170, 0.477, 0.480, -0.945, 0.243, 0.229, 0.501, -0.970, 0.503, 0.489, 0.073, 0.457, 0.468, -1.024, 0.448, -0.621, 0.467, -0.976, 0.496, 0.493, -0.910, -1.002, 0.501, 0.459, -0.983, 0.471, -0.974, 0.500, -0.985, 0.480, -0.918, -0.942, 0.479, 0.186, 0.478, 0.177, -1.009, 0.491, -0.624, -0.975, 0.448, 0.150, 0.479, 0.480, 0.495], "e_lumo_ev": 1.72, "total_charge": -1, "spin_multiplicity": 1}

---

It is entry one that is most stable; the runner-up trails by 28.3 kcal/mol.